# 1
{"formula": "C8H19N2O2", "method": "ωB97M-V/def2-TZVPD", "spin_multiplicity": 1, "charge": 1, "elements": ["C", "C", "C", "C", "C", "C", "C", "C", "N", "N", "O", "O", "H", "H", "H", "H", "H", "H", "H", "H", "H", "H", "H", "H", "H", "H", "H", "H", "H", "H", "H"], "positions_angstrom": [[1.2731, 0.3189, -3.2706], [0.3082, 1.4031, -3.6124], [-1.1243, 0.3464, 2.3884], [-2.0786, -1.4066, 0.9582], [-0.4399, -2.1069, 2.7147], [1.1307, 2.2596, -1.4080], [0.3501, -0.9926, -0.3537], [-0.8784, -0.9895, 1.7673], [-0.5479, 0.6254, -1.4357], [0.4801, 1.1836, -2.2243], [1.5481, -1.1253, -0.9444], [0.2549, -0.6780, 0.8816], [1.0496, -0.7622, -3.0950], [2.2252, 0.5833, -3.0730], [0.5617, 2.3824, -4.0777], [-0.5915, 1.0672, -4.0529], [-1.8420, 0.4019, 3.1640], [-0.2990, 0.8897, 2.8593], [-1.4208, 1.0645, 1.6309], [-2.1476, -0.8641, -0.0144], [-3.1158, -1.0942, 1.3003], [-2.1557, -2.4153, 0.8237], [-0.2436, -3.0648, 2.0698], [0.4857, -1.8487, 3.2388], [-1.1869, -2.4288, 3.3181], [1.9116, 2.6221, -2.0489], [0.3980, 3.1625, -1.1613], [1.5896, 1.9527, -0.5459], [-0.3536, -1.7438, -0.8755], [-1.2949, 0.1259, -1.9375], [2.2570, -0.6924, -0.4363]], "forces_ev_per_a": [[-2.692, -0.193, 1.716], [0.520, 0.492, -2.214], [0.594, 1.865, 0.255], [-2.161, 3.158, -0.866], [2.930, -0.753, -3.669], [-1.849, 2.528, -2.643], [-2.177, -1.000, -2.838], [-0.842, 0.029, 0.657], [0.390, -1.543, 1.954], [-1.384, -0.333, 1.632], [0.116, 0.553, 1.012], [1.554, -0.144, -0.285], [-0.119, 1.346, -0.906], [3.379, 0.576, -0.325], [0.428, -0.846, 0.731], [-1.115, -0.363, 0.104], [-1.169, -0.626, 0.600], [0.667, -0.809, -0.158], [-0.373, -0.099, -0.383], [0.540, -0.522, 0.452], [1.496, -0.239, 0.688], [0.056, -2.776, -0.631], [-0.008, 1.711, 0.979], [-0.344, -0.083, 0.079], [-2.352, -0.422, 2.201], [0.476, 0.572, -0.280], [1.274, -2.325, -0.734], [0.616, -1.400, 2.190], [0.947, 1.296, 1.339], [0.817, 0.475, -0.738], [-0.211, -0.125, 0.080]], "lowdin_charge": [0.06, -0.07, -0.02, -0.03, 0.01, 0.03, -0.28, -0.54, 0.05, -0.34, 0.07, 0.02, 0.14, 0.07, 0.15, 0.11, 0.09, 0.10, 0.09, 0.09, 0.13, 0.05, 0.13, 0.10, 0.05, 0.09, 0.16, 0.05, 0.18, 0.07, 0.15]}

---

# 2
{"formula": "C9H15N2O2", "method": "ωB97M-V/def2-TZVPD", "smiles": "C[C@](N)(c1ccccc1)C([NH3+])(O)O", "spin_multiplicity": 1, "charge": 1, "elements": ["C", "C", "N", "C", "C", "C", "C", "C", "C", "C", "N", "O", "O", "H", "H", "H", "H", "H", "H", "H", "H", "H", "H", "H", "H", "H", "H", "H"], "positions_angstrom": [[-0.5702, -1.9158, -0.1977], [-0.2638, -0.5066, 0.4760], [-0.4372, -0.5595, 1.8994], [-0.8539, 0.5480, -0.3829], [-1.6199, 1.6297, 0.0574], [-2.0990, 2.6136, -0.8887], [-2.0074, 2.4039, -2.2459], [-1.2940, 1.2786, -2.6912], [-0.7518, 0.3866, -1.7121], [1.2883, -0.0180, 0.3352], [2.0380, -0.8517, 1.7284], [1.4397, 1.3377, 0.3273], [1.9932, -0.5409, -0.6533], [-1.3791, -1.8116, -0.9522], [0.2496, -2.3750, -0.6856], [-0.9034, -2.5191, 0.6080], [-0.4431, 0.4030, 2.2460], [-1.4036, -0.8908, 1.9947], [-1.8267, 1.8433, 1.0758], [-2.5847, 3.5445, -0.5769], [-2.6581, 2.9716, -2.9424], [-1.0930, 0.9033, -3.6753], [-0.1351, -0.4650, -2.0723], [2.9916, -0.5863, 1.8008], [1.5965, -0.4488, 2.4758], [1.9649, -1.9430, 1.7430], [0.6589, 1.9941, 0.3456], [2.4421, 0.2228, -1.2123]], "forces_ev_per_a": [[-0.772, 1.777, 0.476], [3.045, -0.650, -1.503], [-2.240, 0.389, -0.075], [-3.036, 1.030, 1.497], [0.137, 1.965, -1.707], [0.158, -0.810, 1.320], [-0.368, -0.984, -1.385], [0.586, -1.275, 2.270], [0.905, 0.312, -3.812], [-1.417, -0.441, -0.154], [0.455, -1.782, -2.610], [0.490, 0.552, 1.190], [1.774, 1.475, -2.425], [0.502, -0.113, 0.759], [0.998, -0.333, -0.329], [-0.331, -0.965, 0.581], [-0.185, -0.162, 0.215], [0.308, 0.109, 0.691], [-0.059, -0.067, 0.941], [-0.014, -0.648, 0.317], [1.025, -0.008, 0.462], [-0.463, 0.675, -0.692], [-0.693, 0.731, -0.008], [1.335, 0.143, -0.375], [-1.614, 0.532, 2.657], [-0.171, 2.762, -0.201], [0.926, -2.094, 0.172], [-1.281, -2.121, 1.729]], "lowdin_charge": [0.03, -0.41, 0.08, -0.28, -0.01, -0.05, -0.07, -0.01, -0.06, -0.46, 0.24, 0.08, 0.07, 0.11, 0.07, 0.07, 0.10, 0.12, 0.10, 0.12, 0.13, 0.11, 0.13, 0.12, 0.06, 0.21, 0.17, 0.22]}

---

# 3
{"formula": "C40H53N4O4PPtS2Se2", "method": "ωB97M-V/def2-TZVPD", "spin_multiplicity": 1, "charge": -2, "elements": ["Pt", "O", "C", "C", "C", "O", "C", "Se", "C", "Se", "H", "H", "H", "H", "H", "H", "H", "H", "H", "H", "S", "C", "C", "C", "C", "N", "C", "C", "C", "S", "C", "N", "H", "H", "C", "C", "C", "C", "P", "N", "C", "C", "C", "C", "C", "C", "C", "C", "H", "H", "H", "H", "H", "H", "H", "H", "H", "H", "H", "H", "H", "H", "H", "H", "H", "H", "H", "H", "H", "H", "H", "H", "H", "H", "H", "C", "C", "C", "C", "C", "C", "N", "C", "C", "C", "C", "C", "C", "C", "O", "O", "C", "C", "H", "H", "H", "H", "H", "H", "H", "H", "H", "H", "H", "H", "H", "H"], "positions_angstrom": [[-0.8413, 2.0038, 0.7178], [-6.0089, 1.8291, -4.1430], [-4.8435, 1.3216, -3.4743], [-3.8687, 2.4045, -2.9870], [-3.1961, 3.0862, -4.1862], [-4.1233, 3.7077, -5.0705], [-2.8418, 1.6755, -2.1211], [-1.4833, 2.8948, -1.4637], [-4.6024, 3.4190, -2.1045], [-3.3407, 4.4315, -0.9820], [-6.4346, 2.4555, -3.5473], [-4.3399, 0.6846, -4.2031], [-5.1487, 0.6918, -2.6323], [-2.5925, 2.3364, -4.7139], [-2.5225, 3.8711, -3.8459], [-4.8786, 3.1126, -5.1661], [-2.3334, 0.8734, -2.6467], [-3.2977, 1.2612, -1.2223], [-5.2955, 2.9071, -1.4329], [-5.1459, 4.1512, -2.7034], [0.3792, 1.3704, 2.6028], [0.0642, 2.6588, 3.7342], [0.5015, 2.5399, 5.0525], [0.2902, 3.5425, 5.9923], [0.7667, 3.3741, 7.3312], [1.1609, 3.2351, 8.4044], [-0.3847, 4.7139, 5.6017], [-0.8081, 4.8471, 4.2861], [-0.5878, 3.8474, 3.3368], [-1.1247, 4.0579, 1.7047], [-0.6569, 5.7602, 6.5412], [-0.8728, 6.6039, 7.2947], [1.0167, 1.6357, 5.3527], [-1.3276, 5.7489, 3.9870], [1.2105, -2.3837, -0.8919], [0.4453, -2.3498, 0.4371], [1.3123, -1.4962, 1.3639], [0.3751, -3.7777, 0.9885], [-1.1994, -1.4138, 0.1610], [-1.0923, 0.0888, -0.0854], [-1.9698, -2.2481, -1.3941], [-1.3123, -1.6143, -2.6324], [-1.8666, -3.7737, -1.5201], [-3.4653, -1.9053, -1.4398], [-2.3464, -1.8524, 1.6389], [-1.5754, -1.6100, 2.9453], [-3.4924, -0.8287, 1.6345], [-2.9303, -3.2690, 1.7022], [2.2519, -2.6494, -0.6848], [1.2062, -1.4051, -1.3685], [0.8213, -3.1211, -1.5940], [2.3411, -1.8701, 1.3289], [0.9867, -1.5091, 2.3998], [1.3194, -0.4695, 1.0043], [1.3909, -4.1910, 0.9981], [-0.2433, -4.4428, 0.3847], [0.0106, -3.8096, 2.0138], [-0.3606, -2.0799, -2.8800], [-1.1023, -0.5553, -2.4774], [-1.9727, -1.7470, -3.4988], [-0.8400, -4.1142, -1.6480], [-2.4238, -4.0864, -2.4121], [-2.2971, -4.2987, -0.6678], [-3.6364, -0.8468, -1.2700], [-4.0460, -2.4638, -0.7076], [-3.8563, -2.1645, -2.4313], [-1.0820, -0.6369, 2.9478], [-0.8307, -2.3789, 3.1397], [-2.2886, -1.6287, 3.7777], [-3.0991, 0.1733, 1.4458], [-3.9769, -0.8340, 2.6174], [-4.2554, -1.0539, 0.8908], [-2.1579, -4.0370, 1.7086], [-3.6174, -3.4851, 0.8852], [-3.4995, -3.3699, 2.6349], [5.6187, -0.4816, 3.4346], [5.3653, -1.0126, 2.0485], [5.7393, -2.3153, 1.7293], [5.4776, -2.8212, 0.4663], [4.8355, -2.0416, -0.4796], [4.4621, -0.7255, -0.1818], [3.7332, 0.0690, -1.0563], [3.5770, -0.0637, -2.4236], [4.5376, -0.6431, -3.2644], [4.3261, -0.7205, -4.6320], [3.1617, -0.2171, -5.1963], [2.2238, 0.3837, -4.3654], [2.4087, 0.4795, -2.9951], [1.3501, 1.1975, -2.1497], [0.2884, 1.5133, -2.7363], [1.6337, 1.4165, -0.9459], [4.7456, -0.2015, 1.0954], [4.3387, 1.2042, 1.4469], [6.0582, -1.2519, 4.0691], [4.6925, -0.1400, 3.9012], [6.2982, 0.3743, 3.4200], [6.2199, -2.9331, 2.4797], [5.7486, -3.8423, 0.2227], [4.5803, -2.4592, -1.4429], [2.9428, 0.6368, -0.6869], [5.4600, -1.0151, -2.8401], [5.0860, -1.1740, -5.2596], [2.9920, -0.2818, -6.2643], [1.3053, 0.8028, -4.7561], [4.1192, 1.7903, 0.5571], [5.1281, 1.7104, 2.0059], [3.4332, 1.2170, 2.0614]], "forces_ev_per_a": [[0.042, -0.471, 0.188], [0.041, 0.023, -0.059], [-0.019, 0.007, 0.047], [0.002, 0.011, 0.073], [-0.060, -0.059, 0.029], [-0.004, 0.034, -0.027], [-0.098, 0.007, -0.077], [-0.120, 0.248, 0.399], [0.060, 0.082, -0.019], [0.114, -0.197, -0.089], [0.006, -0.021, 0.031], [-0.018, -0.033, -0.004], [0.013, 0.022, 0.030], [-0.006, -0.005, -0.007], [0.002, -0.006, 0.026], [0.016, -0.012, 0.001], [0.120, 0.078, -0.065], [0.009, -0.042, -0.061], [0.003, -0.034, -0.006], [-0.011, -0.038, -0.034], [-0.489, 0.301, -0.114], [0.138, -0.009, -0.017], [0.001, -0.019, 0.034], [0.006, 0.002, -0.054], [-0.008, 0.027, 0.025], [-0.002, -0.025, 0.009], [-0.044, -0.040, -0.071], [0.021, 0.060, 0.015], [0.032, -0.074, -0.043], [0.072, 0.040, -0.045], [0.066, 0.003, 0.061], [-0.026, 0.014, -0.023], [-0.004, -0.005, 0.005], [0.017, 0.005, -0.007], [0.021, -0.067, -0.065], [-0.055, -0.035, -0.016], [0.083, -0.043, -0.028], [0.019, -0.022, -0.008], [-0.089, -0.110, 0.050], [0.219, 0.143, 0.021], [0.013, 0.020, 0.067], [0.032, 0.025, -0.014], [0.039, -0.012, 0.036], [0.003, 0.006, -0.095], [0.025, -0.118, 0.000], [-0.019, 0.051, -0.045], [0.025, 0.032, 0.020], [-0.017, 0.033, 0.035], [-0.051, 0.001, 0.000], [0.008, 0.053, -0.030], [0.031, 0.048, 0.028], [0.014, -0.046, 0.044], [-0.061, 0.068, 0.029], [0.035, 0.120, -0.015], [0.006, 0.006, -0.005], [0.030, 0.019, 0.029], [-0.021, 0.002, 0.023], [-0.041, -0.037, -0.017], [-0.014, -0.063, 0.011], [-0.006, 0.050, 0.009], [-0.067, 0.002, 0.005], [0.005, 0.015, -0.005], [-0.013, -0.011, 0.007], [0.014, 0.123, -0.009], [0.008, 0.007, -0.015], [0.004, 0.015, 0.007], [-0.069, -0.074, 0.023], [0.046, -0.034, 0.006], [0.004, -0.011, -0.001], [-0.030, -0.019, 0.018], [-0.010, -0.017, -0.011], [0.000, 0.021, -0.030], [0.009, -0.020, 0.007], [0.005, -0.004, 0.002], [0.006, 0.002, -0.003], [0.003, -0.001, 0.004], [0.021, 0.029, -0.030], [-0.006, -0.004, 0.008], [-0.013, 0.003, -0.015], [0.083, 0.065, -0.020], [-0.051, -0.022, -0.072], [0.456, -0.357, -0.209], [0.105, -0.069, 0.313], [0.002, -0.049, -0.042], [-0.008, 0.016, 0.070], [-0.039, 0.025, 0.025], [-0.012, 0.008, -0.040], [-0.191, 0.078, -0.089], [0.046, -0.113, 0.131], [-0.117, -0.020, -0.054], [-0.231, 0.300, -0.350], [-0.011, -0.001, 0.048], [-0.028, -0.023, -0.019], [-0.002, -0.002, -0.002], [-0.006, 0.002, -0.003], [0.005, -0.002, -0.001], [-0.002, 0.000, -0.001], [-0.001, -0.003, -0.004], [0.000, -0.021, -0.007], [-0.008, 0.157, 0.117], [0.014, -0.001, 0.005], [-0.005, 0.004, 0.004], [-0.002, 0.001, 0.006], [0.000, -0.009, -0.036], [0.028, 0.012, 0.018], [-0.014, 0.002, 0.030], [-0.027, 0.003, -0.006]], "lowdin_charge": [0.37, -0.07, -0.19, -0.58, -0.22, -0.06, -0.45, 0.72, -0.51, 0.61, 0.08, 0.14, 0.12, 0.13, 0.09, 0.06, 0.06, 0.06, 0.07, 0.06, 0.62, -0.66, -0.07, -0.22, -0.20, 0.13, -0.22, -0.07, -0.69, 0.48, -0.20, 0.13, 0.11, 0.11, -0.08, -0.57, -0.12, -0.09, 0.81, -0.40, -0.57, -0.10, -0.10, -0.11, -0.59, -0.12, -0.11, -0.10, 0.07, 0.07, 0.06, 0.08, 0.05, 0.02, 0.08, 0.05, 0.06, 0.06, 0.03, 0.08, 0.05, 0.08, 0.06, 0.05, 0.05, 0.08, 0.00, 0.06, 0.08, 0.05, 0.08, 0.05, 0.06, 0.05, 0.08, -0.06, -0.25, -0.08, -0.11, -0.06, -0.20, 0.10, -0.19, -0.05, -0.12, -0.12, -0.04, -0.06, -0.61, -0.15, -0.06, -0.17, -0.02, 0.07, 0.08, 0.08, 0.09, 0.09, 0.10, 0.07, 0.10, 0.09, 0.08, 0.11, 0.08, 0.07, 0.07]}

---

Energy above the lowest of the compared OMol25 structures with the same formula, charge and spin? In order: 100.4; 39.0; 19.7 kcal/mol.
Frontier orbital gap? In order: 9.833; 9.557; 5.414 eV.
E_HOMO? In order: -12.304; -12.648; -1.752 eV.